1.
# C19H21ClN2O5S

An isolated molecule of C19H21ClN2O5S (ωB97M-V with the def2-TZVPD basis set, the OMol25 dataset).

Atoms and positions in Å:
1 C -1.6625 1.7924 6.0011
2 O -1.8976 0.7952 5.0124
3 C -1.5014 1.0876 3.7785
4 O -0.9784 2.1234 3.4580
5 C -1.7731 -0.0543 2.8121
6 C -0.8989 -1.2846 3.1737
7 C 0.5382 -1.0103 2.8299
8 C 1.3635 -0.3032 3.6942
9 C 2.6531 0.0265 3.3163
10 C 3.1261 -0.3328 2.0649
11 C 2.3177 -1.0505 1.1991
12 C 1.0356 -1.3946 1.5907
13 N -1.4778 0.4374 1.4890
14 C -1.7067 -0.2617 0.3608
15 O -2.3145 -1.3086 0.3179
16 C -1.0630 0.3630 -0.8493
17 C -0.1464 -0.4008 -1.5595
18 C 0.5371 0.1478 -2.6240
19 S 1.8036 -0.8606 -3.3920
20 O 2.7040 -1.2952 -2.3649
21 O 2.3488 -0.1551 -4.5180
22 N 0.8884 -2.1912 -3.8674
23 C 0.0454 -1.8698 -4.9945
24 C 1.6528 -3.4107 -4.0134
25 C 0.3020 1.4462 -3.0334
26 C -0.6420 2.2072 -2.3644
27 C -1.3082 1.6697 -1.2704
28 Cl -2.4696 2.6391 -0.4428
29 H -1.9650 1.3567 6.9494
30 H -0.6058 2.0658 6.0197
31 H -2.2518 2.6849 5.7837
32 H -2.8281 -0.3439 2.8790
33 H -1.0260 -1.4963 4.2359
34 H -1.2668 -2.1307 2.5928
35 H 0.9974 -0.0138 4.6696
36 H 3.2879 0.5741 3.9976
37 H 4.1263 -0.0579 1.7659
38 H 2.6778 -1.3292 0.2193
39 H 0.4066 -1.9740 0.9316
40 H -0.9277 1.2874 1.4738
41 H 0.0503 -1.4222 -1.2798
42 H -0.5087 -0.9637 -4.7562
43 H 0.6301 -1.6987 -5.9053
44 H -0.6564 -2.6864 -5.1592
45 H 2.2143 -3.4359 -4.9540
46 H 0.9742 -4.2629 -3.9735
47 H 2.3494 -3.4578 -3.1801
48 H 0.8584 1.8412 -3.8688
49 H -0.8556 3.2179 -2.6746

## Properties
LUMO level   0.317 eV
Total charge   0
Spin multiplicity   1
HOMO-LUMO gap   9.512 eV
HOMO energy   -9.2 eV
SMILES   COC(=O)[C@H](Cc1ccccc1)NC(=O)c1cc(S(=O)(=O)N(C)C)ccc1Cl
Energy relative to the best compared isomer or geometry (same formula, charge and spin)   0.0 kJ/mol

***

2.
# C35H44CuN9OS

A structure of composition C35H44CuN9OS (ωB97M-V with the def2-TZVPD basis set, the OMol25 dataset).

Atoms and positions in Å:
1 Cu 0.1378 1.9261 0.1877
2 C -1.3324 1.0095 6.3947
3 C -1.4572 1.2021 4.9162
4 C -2.1618 0.2849 4.1507
5 C -2.2922 0.4416 2.7653
6 C -1.7277 1.5249 2.1189
7 N -1.7020 1.6387 0.7511
8 C -2.7881 1.5608 -0.0067
9 C -4.1218 1.7539 0.4574
10 C -5.2201 1.8081 -0.3751
11 C -5.1376 1.7507 -1.7623
12 C -6.3003 1.8303 -2.7247
13 C -3.8497 1.5778 -2.2451
14 C -2.7275 1.3610 -1.4330
15 N -1.5568 1.0042 -2.1204
16 C -1.5211 0.2001 -3.2194
17 C -0.1931 0.0001 -3.5036
18 C 0.5317 0.6391 -2.5048
19 N -0.3163 1.2556 -1.6886
20 C -1.1137 2.4800 2.9259
21 C -0.8837 2.3116 4.2858
22 N -0.5708 3.6500 2.3010
23 C -0.6242 4.9627 2.7653
24 C 0.0825 5.7433 1.8694
25 C 0.5780 4.8527 0.9330
26 N 0.2028 3.6007 1.2373
27 H -1.7003 1.8564 6.9433
28 H -1.9238 0.1457 6.7251
29 H -0.3360 0.8102 6.7517
30 H -2.6030 -0.6029 4.5676
31 H -2.8178 -0.3352 2.2536
32 H -4.3102 1.8617 1.5083
33 H -6.1755 1.9933 0.0909
34 H -6.8084 0.8723 -2.7006
35 H -7.0311 2.5920 -2.4609
36 H -5.9662 2.0094 -3.7509
37 H -3.6796 1.5565 -3.2916
38 H -2.3427 -0.0651 -3.7880
39 H 0.2170 -0.6708 -4.2800
40 H 1.5877 0.7096 -2.3257
41 H -0.2566 3.0165 4.8122
42 H -1.1634 5.2117 3.6318
43 H 0.1904 6.8281 1.9197
44 H 1.1926 4.9949 0.0751
45 C 4.5216 2.4026 -2.1581
46 C 4.4079 1.4576 -0.9282
47 C 5.0936 2.1323 0.2633
48 C 5.0204 0.0984 -1.2634
49 N 3.0221 1.1347 -0.6274
50 N 2.2185 2.2921 -0.3434
51 H 5.5657 2.4724 -2.3957
52 H 4.0830 3.4160 -2.0288
53 H 3.9566 2.0382 -2.9422
54 H 6.1570 2.1135 0.1648
55 H 4.9182 1.5382 1.2167
56 H 4.8179 3.1812 0.3768
57 H 6.0376 0.2123 -1.6606
58 H 4.4011 -0.4495 -1.9610
59 H 5.0976 -0.4531 -0.2943
60 H 2.9060 0.5942 0.2510
61 H 2.2482 2.9007 -1.1327
62 H 2.6633 2.7491 0.4411
63 C -2.7824 -4.4015 -1.2907
64 C -1.8065 -3.2363 -0.9921
65 C -0.8826 -3.6756 0.1714
66 N -0.1286 -2.6335 0.9043
67 C 0.6862 -1.6458 0.5413
68 S 0.9083 -0.2793 1.5263
69 N 1.3948 -1.5411 -0.6498
70 C 1.8412 -2.5015 -1.5575
71 O 2.2436 -2.1836 -2.6532
72 C 2.0014 -3.8917 -1.1396
73 C 2.6093 -4.2416 0.0368
74 C 2.7870 -5.5975 0.3011
75 C 2.3715 -6.5466 -0.5863
76 C 1.7898 -6.1949 -1.7954
77 C 1.5304 -4.8680 -2.0463
78 H -3.4822 -4.2002 -2.1376
79 H -3.3874 -4.6108 -0.3824
80 H -2.2501 -5.2978 -1.5200
81 H -2.3721 -2.3811 -0.6692
82 H -1.1658 -3.0387 -1.8519
83 H -0.1891 -4.3765 -0.2744
84 H -1.4734 -4.1429 0.9695
85 H -0.5580 -2.3796 1.8006
86 H 1.7438 -0.6117 -0.8009
87 H 2.9353 -3.4938 0.7370
88 H 3.3292 -5.8598 1.1947
89 H 2.5434 -7.6184 -0.3976
90 H 1.5603 -6.9305 -2.5744
91 H 1.0584 -4.6057 -2.9994

## Properties
LUMO level (spin up / spin down)   -2.192 / -3.088 eV
Total charge   +1
Spin multiplicity   2
HOMO-LUMO gap (spin up / spin down)   7.049 / 6.061 eV
HOMO energy (spin up / spin down)   -9.2 / -9.1 eV
Energy relative to the best compared isomer or geometry (same formula, charge and spin)   0.0 kJ/mol
Expectation value of S²   0.753

***

3.
# C38H32N11O6STi

A structure of composition C38H32N11O6STi (ωB97M-V with the def2-TZVPD basis set, the OMol25 dataset).

Atoms and positions in Å:
1 Ti 1.9896 0.8437 -0.5820
2 O 0.0106 0.5284 -0.5770
3 C -0.9129 0.7103 -1.4801
4 C -2.0715 -0.1148 -1.3800
5 C -2.9426 -0.2271 -2.4291
6 C -2.7616 0.5281 -3.6048
7 C -1.7161 1.3853 -3.6168
8 C -0.8258 1.5769 -2.5883
9 C 0.3241 2.4746 -2.7210
10 N 1.3716 2.4724 -1.9030
11 C 2.1743 3.5076 -2.3600
12 C 1.7376 4.0194 -3.5595
13 N 0.5090 3.4424 -3.6946
14 H -2.1683 -0.7197 -0.4580
15 H -3.7070 -0.9200 -2.2461
16 H -3.3903 0.4084 -4.4431
17 H -1.5802 2.0421 -4.4654
18 H 3.1300 3.7874 -1.9362
19 H 2.0625 4.8401 -4.1213
20 H 0.0333 3.4056 -4.6203
21 C -0.3710 5.3257 1.9895
22 N 0.5412 4.3698 1.4168
23 C 0.3113 3.0989 1.1089
24 N 1.4591 2.4327 0.9161
25 C 2.3637 3.4001 1.1406
26 N 1.8587 4.6048 1.3530
27 C -1.8021 4.7312 2.0020
28 C -2.7264 4.9124 0.9408
29 C -3.9191 4.1533 1.0082
30 C -4.1126 3.1436 1.9488
31 C -3.0951 2.8573 2.9278
32 C -2.0527 3.7924 3.0034
33 C -2.9846 1.6402 3.6275
34 N -2.0874 1.4625 4.6747
35 N -1.9223 0.1046 4.7668
36 C -2.7449 -0.4485 3.9317
37 O -3.5608 0.4872 3.2842
38 C -2.6067 -1.7355 3.3021
39 C -3.6109 -2.6060 2.8886
40 C -3.3026 -3.8024 2.2554
41 C -1.9782 -4.2045 2.0261
42 C -0.9760 -3.3520 2.4812
43 C 0.4586 -3.7543 2.3391
44 N 1.3363 -2.6612 1.8423
45 C 1.0872 -1.8393 0.8165
46 N 1.9902 -0.8659 0.7979
47 C 2.7257 -1.1401 1.9322
48 N 2.4122 -2.2486 2.5436
49 C -1.2928 -2.1638 3.1673
50 H -0.3374 6.2684 1.4256
51 H -0.0362 5.5358 2.9965
52 H -0.7365 2.7939 0.9814
53 H 3.4475 3.2591 0.9749
54 H -2.6352 5.8444 0.3436
55 H -4.6642 4.1878 0.2253
56 H -5.0140 2.5958 1.9688
57 H -1.3452 3.6372 3.8002
58 H -4.6655 -2.3182 2.9625
59 H -4.0971 -4.5651 1.9467
60 H -1.6171 -4.9982 1.3840
61 H 0.6217 -4.5705 1.6565
62 H 0.8341 -4.0153 3.3345
63 H 0.2938 -1.9468 0.1593
64 H 3.5412 -0.5545 2.2176
65 H -0.5184 -1.4893 3.4344
66 C 0.0479 -5.9505 -1.0883
67 C 0.6939 -4.6716 -1.5455
68 C 2.1366 -4.6211 -1.5145
69 C 2.7537 -3.5106 -2.0949
70 C 1.9480 -2.4748 -2.5924
71 C 0.6066 -2.5438 -2.6496
72 C -0.0502 -3.6846 -2.1953
73 S 2.7397 -1.0207 -3.1973
74 O 3.8010 -1.4899 -4.0142
75 O 1.6807 -0.2198 -3.7770
76 N 3.3399 -0.2210 -1.9966
77 C 4.6953 -0.4150 -1.5205
78 C 4.8207 0.5238 -0.3022
79 O 5.7951 0.5536 0.3777
80 O 3.8154 1.3015 -0.1084
81 H 0.6268 -6.4380 -0.2840
82 H -0.0192 -6.6641 -1.8899
83 H -0.9617 -5.8327 -0.8539
84 H 2.7058 -5.3941 -0.9606
85 H 3.8441 -3.4319 -2.1515
86 H 0.0190 -1.7865 -3.1772
87 H -1.0934 -3.7594 -2.4014
88 H 5.3897 -0.1420 -2.2974
89 H 4.9292 -1.4569 -1.2233

## Properties
LUMO level (spin up / spin down)   2.171 / 2.170 eV
Total charge   -1
Spin multiplicity   3
HOMO-LUMO gap (spin up / spin down)   4.096 / 7.011 eV
HOMO energy (spin up / spin down)   -1.9 / -4.8 eV
Energy relative to the best compared isomer or geometry (same formula, charge and spin)   0.0 kJ/mol
Expectation value of S²   2.030

***

4.
# C29H38N3O18V

A structure of composition C29H38N3O18V (ωB97M-V with the def2-TZVPD basis set, the OMol25 dataset).

Atoms and positions in Å:
1 O -2.6157 -4.0046 1.2530
2 V -1.6658 -2.9376 0.5382
3 O -0.6130 -3.7838 -0.2643
4 C 0.8190 -1.1655 -1.4357
5 C -0.2629 -0.3167 -0.8030
6 O -0.8933 -0.8445 0.3369
7 H 0.3428 -2.0490 -1.8682
8 H 1.6272 -1.4328 -0.7573
9 H 1.2744 -0.6838 -2.3052
10 H -1.0468 -0.1484 -1.5633
11 H 0.0824 0.7167 -0.6376
12 C 0.0278 3.0576 -4.7553
13 O 1.0258 3.6656 -5.0812
14 N -0.1480 1.7195 -4.8750
15 C -1.4531 1.1451 -4.6027
16 C 0.9218 0.7886 -5.1333
17 H -0.8835 3.4906 -4.3099
18 H -1.7559 0.5051 -5.4327
19 H -2.2118 1.9094 -4.4498
20 H -1.4679 0.5506 -3.6833
21 H 0.9741 0.4600 -6.1745
22 H 1.8989 1.1471 -4.8237
23 H 0.7041 -0.1245 -4.5728
24 C -0.3441 5.5703 -2.0977
25 O -1.4513 6.0521 -1.9857
26 N 0.0975 4.4810 -1.4131
27 C 1.4414 3.9711 -1.5979
28 C -0.6536 3.9404 -0.3024
29 H 0.4840 6.0372 -2.6554
30 H 2.1163 4.2032 -0.7723
31 H 1.8487 4.3387 -2.5397
32 H 1.2922 2.8901 -1.7054
33 H -0.9522 2.9073 -0.4967
34 H -0.1620 3.9947 0.6674
35 H -1.5436 4.5662 -0.2249
36 C 0.4110 -2.8633 3.3690
37 O -0.3802 -2.9439 2.4396
38 N 1.6397 -2.3613 3.2576
39 C 2.5150 -2.1238 4.3977
40 C 2.2053 -1.9954 1.9765
41 H 0.2015 -3.1684 4.4014
42 H 2.5468 -1.0435 4.5585
43 H 3.4924 -2.5479 4.1865
44 H 2.1022 -2.5256 5.3217
45 H 1.4988 -2.0344 1.1578
46 H 2.5665 -0.9659 2.0790
47 H 3.0874 -2.5889 1.7254
48 C 3.6126 -5.1399 -1.6656
49 C 3.6929 -3.8768 -2.0943
50 C 3.0621 -3.3698 -3.3561
51 O 3.2101 -2.2109 -3.6928
52 C 2.2670 -4.3362 -4.0694
53 C 2.1875 -5.6128 -3.6653
54 C 2.8756 -6.1402 -2.4383
55 O 2.7465 -7.3032 -2.1253
56 O 1.4530 -6.5032 -4.3095
57 O 4.3382 -2.9397 -1.3758
58 H 4.0551 -5.4580 -0.7318
59 H 1.6301 -4.0518 -4.8978
60 H 1.4734 -7.3620 -3.8568
61 H 4.0846 -2.0853 -1.7771
62 C 0.6088 1.8835 2.4014
63 C -0.0413 1.0907 3.2742
64 C 0.0336 1.2739 4.7687
65 O -0.3998 0.4695 5.5510
66 C 0.7291 2.4950 5.2084
67 C 1.4080 3.2472 4.3385
68 C 1.3499 3.0705 2.8368
69 O 1.8822 3.8447 2.0761
70 O 2.0927 4.3418 4.7060
71 O -0.8204 0.0945 2.8727
72 H 0.4476 1.7845 1.3348
73 H 0.7380 2.8009 6.2456
74 H 2.5543 4.6772 3.9172
75 H -0.6267 -0.1467 1.9294
76 C -5.4359 -0.7891 2.3892
77 C -6.1365 0.2590 2.8263
78 C -5.7113 1.7060 2.7276
79 O -6.3515 2.6087 3.2094
80 C -4.4834 1.9007 1.9573
81 C -3.7721 0.8802 1.4644
82 C -4.2201 -0.5535 1.6101
83 O -3.5681 -1.4431 1.0994
84 O -2.6463 1.0791 0.7810
85 O -7.2836 0.0835 3.4807
86 H -5.8406 -1.7836 2.5114
87 H -4.0901 2.9052 1.8595
88 H -2.1735 0.2233 0.5872
89 H -7.6718 0.9312 3.7453

## Properties
LUMO level   -1.817 eV
Total charge   0
Spin multiplicity   1
HOMO-LUMO gap   7.234 eV
HOMO energy   -9.1 eV

***

5.
# C3H12NO4

A cluster of 3 separate species, C3H12NO4 in total (ωB97M-V with the def2-TZVPD basis set, the OMol25 dataset).

Atoms and positions in Å:
1 O 0.5152 0.4340 1.5055
2 C -0.4292 -0.4927 1.4333
3 C -1.0731 -0.4948 0.0575
4 N -0.0612 -0.1769 -0.8792
5 C -0.3500 -0.1152 -2.2794
6 O 0.0422 -1.8444 1.5387
7 H -1.2305 -0.3713 2.1741
8 H -1.8580 0.2612 -0.0242
9 H -1.5459 -1.4560 -0.1881
10 H 0.8984 -0.3500 -0.5428
11 H 1.8186 -0.2307 0.7076
12 H -1.3265 -0.5530 -2.4457
13 H 0.3829 -0.6710 -2.8658
14 H -0.2738 0.9292 -2.5797
15 H 3.3094 -0.0754 0.1270
16 H 0.7604 -1.9068 2.1821
17 O 2.4267 -0.4055 -0.0535
18 H -0.2470 1.8381 0.8067
19 H -0.8180 3.2475 0.9152
20 O -0.9406 2.4336 0.4110

## Properties
LUMO level (spin up / spin down)   0.711 / -2.379 eV
Total charge   0
Spin multiplicity   2
HOMO-LUMO gap (spin up / spin down)   9.480 / 6.188 eV
HOMO energy (spin up / spin down)   -8.8 / -8.6 eV
Energy relative to the best compared isomer or geometry (same formula, charge and spin)   38.6 kJ/mol
Expectation value of S²   0.754

***

6.
# C29H41F5MnP2S

A structure of composition C29H41F5MnP2S (ωB97M-V with the def2-TZVPD basis set, the OMol25 dataset).

Atoms and positions in Å:
1 Mn -0.0254 -0.0816 0.1030
2 C 1.2128 1.6881 0.3545
3 C 0.8947 1.5754 -1.0446
4 C -1.1116 1.7490 0.1303
5 C -0.0208 1.8164 1.0853
6 C -0.5375 1.6076 -1.1833
7 C 2.5611 1.8751 0.9545
8 H 3.3518 1.4167 0.3523
9 H 2.6080 1.4555 1.9665
10 H 2.7989 2.9449 1.0508
11 C -0.1012 2.1729 2.5197
12 H 0.8649 2.0227 3.0150
13 H -0.8434 1.5679 3.0428
14 H -0.3932 3.2245 2.6565
15 C -2.5501 1.9902 0.3905
16 H -2.7691 3.0661 0.4536
17 H -2.8683 1.5421 1.3376
18 H -3.1683 1.5757 -0.4167
19 C -1.3011 1.7278 -2.4542
20 H -1.4690 2.7875 -2.6997
21 H -2.2936 1.2672 -2.3808
22 H -0.7737 1.2777 -3.3025
23 C 1.8687 1.6894 -2.1631
24 H 1.9969 2.7441 -2.4639
25 H 1.5386 1.1450 -3.0591
26 H 2.8626 1.3168 -1.8788
27 C 3.5782 -6.0850 -0.5079
28 C 4.4685 -5.2234 -1.0140
29 C 5.0389 -5.2483 -2.4031
30 C 4.1684 -5.9187 -3.4858
31 C 2.7760 -5.3751 -3.6348
32 C 1.6743 -5.7448 -2.9630
33 C 1.5831 -6.8472 -1.9485
34 C 2.8917 -7.2152 -1.2207
35 H 6.0091 -5.7714 -2.3930
36 H 4.1864 -7.0019 -3.3342
37 H 5.2706 -4.2213 -2.7190
38 H 3.5514 -7.7381 -1.9189
39 H 3.3676 -6.0484 0.5689
40 H 4.9534 -4.5057 -0.3400
41 H 2.6312 -7.9656 -0.4587
42 H 0.8195 -6.5893 -1.2012
43 H 0.7081 -5.3148 -3.2535
44 H 1.2112 -7.7636 -2.4356
45 H 4.6796 -5.7562 -4.4470
46 H 2.6681 -4.6557 -4.4560
47 P 1.5667 -1.6753 0.4855
48 C 1.9032 -2.3597 2.1187
49 C 3.1298 -1.7292 -0.4435
50 P -0.5850 -1.7171 -1.3819
51 C 0.5224 -2.8966 -0.4597
52 C 0.1557 -1.7800 -3.0454
53 C -2.2259 -2.4510 -1.5003
54 H 1.0065 -2.3072 2.7503
55 H 2.6955 -1.7597 2.5877
56 H 2.2352 -3.4010 2.0220
57 H 3.4590 -2.7686 -0.5988
58 H 3.8932 -1.1849 0.1283
59 H 3.0230 -1.2382 -1.4204
60 H -2.1413 -3.4790 -1.8743
61 H -2.8253 -1.8536 -2.2017
62 H -2.7216 -2.4468 -0.5204
63 H -0.0566 -3.5380 0.2188
64 H 1.1320 -3.5005 -1.1520
65 H -0.5249 -1.2920 -3.7557
66 H 0.3126 -2.8277 -3.3416
67 H 1.1212 -1.2554 -3.0745
68 F -6.3363 -1.3114 5.2379
69 C -5.2117 -1.2068 4.5051
70 C -4.6712 -2.3253 3.8645
71 F -5.2692 -3.5290 4.0138
72 C -3.5335 -2.1946 3.0672
73 F -3.0540 -3.3056 2.4456
74 C -2.8640 -0.9632 2.8616
75 S -1.3825 -0.9798 1.8161
76 C -3.4206 0.1310 3.5666
77 F -2.8188 1.3700 3.5766
78 C -4.5782 0.0282 4.3379
79 F -5.1072 1.1211 4.9285

## Properties
LUMO level (spin up / spin down)   -8.266 / -7.476 eV
Total charge   +2
Spin multiplicity   4
HOMO-LUMO gap (spin up / spin down)   5.186 / 5.976 eV
HOMO energy (spin up / spin down)   -13.5 / -13.5 eV
Energy relative to the best compared isomer or geometry (same formula, charge and spin)   15.6 kJ/mol
Expectation value of S²   4.118

***

7.
# C4H11N4

A cluster of 2 separate species, C4H11N4 in total (ωB97M-V with the def2-TZVPD basis set, the OMol25 dataset).

Atoms and positions in Å:
1 C 0.5933 2.9006 -1.7826
2 C 1.2699 -1.2153 1.3811
3 C -1.2680 -2.0455 1.3834
4 C -0.2146 -0.8880 1.4923
5 N -0.8769 0.1501 -1.6407
6 N -0.6783 0.0661 -0.5272
7 N -0.6126 0.1916 0.6376
8 N 0.0845 2.2271 -2.7560
9 H 0.7169 2.3399 -0.8565
10 H 1.3591 -2.2110 1.7267
11 H 1.7885 -1.1768 0.4401
12 H 1.8440 -0.5143 2.0720
13 H -0.6325 -2.9615 1.1391
14 H -2.0698 -1.9145 0.6791
15 H -1.8398 -2.3176 2.2916
16 H -0.1351 -0.4622 2.5061
17 H -0.3293 1.2822 -2.5764
18 H -0.0079 2.6507 -3.6595
19 H 1.0087 3.8985 -1.9502

## Properties
LUMO level   -5.194 eV
Total charge   +1
Spin multiplicity   1
HOMO-LUMO gap   8.446 eV
HOMO energy   -13.6 eV
Energy relative to the best compared isomer or geometry (same formula, charge and spin)   436.5 kJ/mol